The following is a quantum chemistry calculation of a 7-piece molecular cluster, C46H68BrFNO14P overall in a non-equilibrium geometry, from the OMol25 dataset.

As for the orbital gap: 8.372 eV. For the molar mass, the calculation gives 988.92 g mol⁻¹. The SMILES is C=C[C@@]1(P(O)Br)C(=O)N[C@H](CCCCCCCC)[C@]1(F)Cc1ccccc1C.O=C1CCCO1.O=C1CCCO1.O=C1CCCO1.O=C1CCCO1.O=C1CCCO1.O=C1CCCO1.

CARTESIAN COORDINATES (ANGSTROEM)
C  4.7009  0.0605  1.2973
C  3.5456  0.6501  0.9264
C  2.1745  0.0116  0.8743
P  1.2030  0.5819  2.3748
O  1.0097  2.1745  2.0640
Br  2.6480  0.5832  4.1149
C  1.5692  0.6281  -0.4238
O  1.5769  1.7818  -0.7602
N  1.0428  -0.3795  -1.2047
C  0.8166  -1.5624  -0.3372
C  -0.5411  -1.3178  0.3705
C  -1.6702  -2.3212  -0.0135
C  -2.2330  -3.1037  1.1997
C  -3.6826  -2.7236  1.5670
C  -3.8683  -2.1090  2.9594
C  -2.8382  -1.0529  3.3764
C  -2.7321  -1.0310  4.9077
C  -1.8775  -2.2155  5.4382
C  2.1046  -1.5070  0.4990
F  3.1419  -1.6960  -0.3850
C  2.1862  -2.3191  1.7972
C  2.7134  -3.7321  1.6537
C  3.9822  -3.9587  1.1127
C  4.5143  -5.2359  0.9999
C  3.8004  -6.3471  1.4320
C  2.5321  -6.1414  1.9671
C  1.9897  -4.8590  2.0841
C  0.6191  -4.7463  2.7219
H  5.0436  -0.8682  0.8665
H  5.3245  0.5783  2.0166
H  3.5632  1.7064  0.6708
H  1.2735  2.6592  2.8575
H  0.2468  -0.0782  -1.7478
H  0.7786  -2.4710  -0.9349
H  -0.9122  -0.3282  0.1189
H  -0.4431  -1.3619  1.4519
H  -2.4885  -1.7577  -0.4564
H  -1.2926  -3.0247  -0.7541
H  -2.2330  -4.1560  0.9091
H  -1.5520  -3.0309  2.0420
H  -4.2682  -3.6448  1.5477
H  -4.1121  -2.1024  0.7827
H  -3.9576  -2.8724  3.7321
H  -4.8347  -1.5997  2.9423
H  -3.1213  -0.0447  3.0855
H  -1.8319  -1.2503  3.0078
H  -2.2539  -0.1262  5.2494
H  -3.7220  -1.0646  5.3618
H  -0.9816  -1.8339  5.9247
H  -2.4098  -2.8367  6.1559
H  -1.5627  -2.8434  4.6027
H  2.8928  -1.7968  2.4450
H  1.2231  -2.3105  2.2965
H  4.5931  -3.1331  0.7786
H  5.5006  -5.3880  0.5815
H  4.2066  -7.3464  1.3789
H  1.9588  -6.9894  2.3167
H  0.6179  -3.9008  3.4081
H  -0.1560  -4.5671  1.9812
H  0.3965  -5.6662  3.2512
O  -2.9671  1.9600  5.1025
C  -3.4849  2.6564  4.2782
C  -3.6498  4.1659  4.3013
C  -4.6982  4.3964  3.2110
C  -4.4373  3.2239  2.2744
O  -3.9827  2.1612  3.1252
H  -2.6920  4.6253  4.0528
H  -3.9821  4.5006  5.2797
H  -4.6242  5.3639  2.7183
H  -5.6980  4.3134  3.6393
H  -3.6531  3.4429  1.5453
H  -5.3276  2.8975  1.7432
O  1.5512  0.4164  -7.2353
C  2.0668  0.8072  -6.2274
C  3.4172  1.4834  -6.0830
C  3.6787  1.3726  -4.5830
C  2.2689  1.3707  -4.0143
O  1.4588  0.7265  -5.0190
H  3.3291  2.5183  -6.4071
H  4.1702  0.9712  -6.6738
H  4.3006  2.1687  -4.1828
H  4.1672  0.4208  -4.3642
H  1.8838  2.3801  -3.8541
H  2.1944  0.8164  -3.0855
O  6.0369  -1.6094  3.3224
C  5.7684  -2.1154  4.3716
C  6.3997  -1.8187  5.7189
C  5.9518  -3.0146  6.5582
C  4.6288  -3.3831  5.8989
O  4.7910  -3.0399  4.5131
H  5.9937  -0.8786  6.0954
H  7.4802  -1.7535  5.6315
H  5.8568  -2.8030  7.6214
H  6.6644  -3.8323  6.4409
H  3.7900  -2.8100  6.3007
H  4.3988  -4.4430  5.9775
O  -6.0284  -0.2387  0.5056
C  -5.7483  0.4111  -0.4587
C  -5.1264  -0.0774  -1.7532
C  -4.6551  1.2204  -2.4029
C  -5.6493  2.2287  -1.8563
O  -5.9966  1.7426  -0.5413
H  -5.8968  -0.5751  -2.3448
H  -4.3087  -0.7640  -1.5501
H  -4.6297  1.1920  -3.4823
H  -3.6504  1.4629  -2.0493
H  -6.5588  2.2831  -2.4567
H  -5.2254  3.2261  -1.7692
O  -5.0849  2.8227  -5.2002
C  -5.8685  2.0683  -5.6947
C  -6.3423  2.0462  -7.1338
C  -7.5863  1.1642  -7.0577
C  -7.2566  0.2525  -5.8846
O  -6.4448  1.0496  -5.0000
H  -5.5598  1.6018  -7.7503
H  -6.5643  3.0514  -7.4792
H  -7.8037  0.6204  -7.9744
H  -8.4558  1.7773  -6.8165
H  -6.6785  -0.6227  -6.1871
H  -8.1437  -0.0788  -5.3501
O  5.2631  3.9140  -6.8156
C  5.3976  4.7292  -5.9518
C  5.9600  6.1316  -6.0880
C  6.2428  6.5152  -4.6366
C  5.1946  5.7046  -3.8866
O  5.0095  4.5132  -4.6707
H  5.1995  6.7691  -6.5408
H  6.8566  6.1268  -6.7007
H  6.1818  7.5831  -4.4375
H  7.2417  6.1779  -4.3564
H  4.2369  6.2247  -3.8180
H  5.5140  5.4253  -2.8857

=====

The following is a quantum chemistry calculation of a 9-piece molecular cluster, C46H71N7O10 overall in a non-equilibrium geometry, from the OMol25 dataset.

As for the orbital gap: 8.005 eV. For the molar mass, the calculation gives 882.11 g mol⁻¹. The SMILES is O=[N+]([O-])c1ccccc1.O=[N+]([O-])c1ccccc1.O=[N+]([O-])c1ccccc1.COC[C@H](C)N.COC[C@H](C)N.COC[C@H](C)N.COC[C@H](C)N.c1ccccc1.c1ccccc1. The calculation puts the energy relative to the best compared isomer or geometry (same formula, charge and spin) at 2.116 eV.

CARTESIAN COORDINATES (ANGSTROEM)
O  -29.8199  27.3679  -25.1456
N  -28.7948  27.4797  -24.5104
O  -28.6760  27.1596  -23.3581
C  -27.6177  27.9379  -25.2250
C  -26.3449  27.9019  -24.6379
C  -25.2426  28.2781  -25.3963
C  -25.4030  28.7753  -26.6967
C  -26.6467  28.7235  -27.3096
C  -27.7205  28.2765  -26.5637
H  -26.1306  27.5344  -23.6447
H  -24.2525  28.2732  -24.9646
H  -24.5679  29.0689  -27.3196
H  -26.8128  29.0766  -28.3165
H  -28.7361  28.2691  -26.9402
O  -36.3940  23.4589  -20.2769
N  -36.9818  24.3316  -20.8826
O  -37.2137  25.4341  -20.4317
C  -37.2425  24.0833  -22.3143
C  -37.7220  25.1281  -23.0787
C  -37.8818  24.9230  -24.4580
C  -37.4938  23.7124  -25.0123
C  -37.0356  22.6788  -24.2009
C  -36.9712  22.8362  -22.8538
H  -37.9011  26.1268  -22.7053
H  -38.3689  25.7449  -24.9663
H  -37.7005  23.6267  -26.0727
H  -36.7834  21.7314  -24.6602
H  -36.4218  22.1073  -22.2719
O  -32.7679  24.6592  -18.9118
N  -31.7351  24.3038  -19.4446
O  -30.6254  24.5677  -19.0106
C  -31.8245  23.3240  -20.5407
C  -30.6938  22.6554  -21.0003
C  -30.8010  21.5703  -21.8843
C  -32.0454  21.2330  -22.4098
C  -33.1438  22.0019  -22.0593
C  -33.0531  22.9805  -21.0719
H  -29.7094  22.7441  -20.5615
H  -29.9566  20.9130  -22.0355
H  -32.2556  20.5093  -23.1877
H  -34.1110  21.7409  -22.4637
H  -33.9939  23.4676  -20.8504
C  -39.5347  28.9784  -22.1940
O  -39.0058  28.6365  -23.4736
C  -38.0161  29.5381  -23.9061
C  -37.4763  29.0130  -25.2482
C  -36.3010  29.8956  -25.7040
N  -38.5379  29.1117  -26.2525
H  -40.2923  28.2952  -21.8152
H  -40.0077  29.9582  -22.2990
H  -38.7223  28.9869  -21.4642
H  -38.5086  30.4845  -24.1692
H  -37.1868  29.8419  -23.2599
H  -37.0429  28.0095  -25.1309
H  -36.6077  30.9266  -25.8860
H  -35.9762  29.5903  -26.7020
H  -35.5247  29.7501  -24.9509
H  -38.2338  28.5338  -27.0343
H  -39.3160  28.5945  -25.8331
C  -35.4773  31.7480  -20.4863
O  -35.1499  32.4446  -19.2982
C  -35.6527  31.8343  -18.1113
C  -34.9909  32.6294  -16.9725
C  -35.3857  32.1062  -15.6001
N  -35.2667  34.0595  -17.0525
H  -36.5538  31.5372  -20.5427
H  -34.9873  30.7779  -20.4435
H  -35.2467  32.3785  -21.3430
H  -36.7489  31.8755  -18.1409
H  -35.4027  30.7685  -18.0448
H  -33.9051  32.6042  -17.1246
H  -36.3340  31.5662  -15.6090
H  -35.2785  32.9153  -14.8796
H  -34.6880  31.3376  -15.2485
H  -36.2630  34.1566  -16.8374
H  -35.1873  34.3234  -18.0320
C  -34.2338  23.7784  -25.8479
O  -33.1513  23.2329  -25.1242
C  -32.2059  22.6238  -25.9915
C  -30.7340  22.9557  -25.6330
C  -30.4728  24.3769  -26.1303
N  -29.8310  22.0577  -26.3426
H  -34.0074  24.6607  -26.4537
H  -35.0245  24.1228  -25.1823
H  -34.6886  22.9395  -26.3904
H  -32.3981  21.5504  -25.8463
H  -32.3651  22.8261  -27.0531
H  -30.4995  22.9562  -24.5692
H  -30.8117  24.5842  -27.1452
H  -29.4038  24.5327  -25.9721
H  -30.9872  25.1063  -25.4974
H  -29.1179  21.6385  -25.7655
H  -29.3598  22.4783  -27.1288
C  -32.6232  27.0683  -22.9530
O  -33.7353  27.5588  -22.2419
C  -33.8947  26.9504  -20.9764
C  -34.6210  28.0012  -20.1122
C  -34.8044  27.7213  -18.6123
N  -35.8152  28.5847  -20.7295
H  -32.3648  27.6327  -23.8476
H  -32.5989  26.0125  -23.2519
H  -31.7406  27.1463  -22.3068
H  -34.4734  26.0196  -21.0271
H  -32.9920  26.7239  -20.3984
H  -33.8931  28.8242  -20.1112
H  -35.0813  26.6655  -18.4764
H  -35.7259  28.2137  -18.2939
H  -34.0134  27.8899  -17.8855
H  -35.5122  28.7441  -21.6877
H  -36.4988  27.8262  -20.7135
C  -32.1343  26.7406  -16.2407
C  -31.8959  25.4884  -15.6888
C  -31.8370  25.3950  -14.3096
C  -32.0373  26.5183  -13.4804
C  -32.2356  27.7644  -14.0631
C  -32.2656  27.8618  -15.4619
H  -32.1535  26.8377  -17.3207
H  -31.8446  24.6241  -16.3347
H  -31.6734  24.4594  -13.7891
H  -32.1189  26.3411  -12.4171
H  -32.2706  28.6991  -13.5190
H  -32.4927  28.8370  -15.8753
C  -30.7538  28.7139  -20.0589
C  -30.4111  28.5082  -18.7340
C  -30.8655  29.4586  -17.7986
C  -31.5465  30.5867  -18.2323
C  -31.8237  30.7703  -19.5813
C  -31.4325  29.8335  -20.5173
H  -30.4997  27.9172  -20.7510
H  -29.8919  27.6165  -18.4136
H  -30.7338  29.2790  -16.7387
H  -31.8301  31.3310  -17.4998
H  -32.3478  31.6809  -19.8505
H  -31.6252  29.9489  -21.5750

=====

The following is a quantum chemistry calculation of a 13-piece molecular cluster, C46H74O24 overall in a non-equilibrium geometry, from the OMol25 dataset.

As for the orbital gap: 10.211 eV. For the molar mass, the calculation gives 1011.07 g mol⁻¹. The calculation puts the energy relative to the best compared isomer or geometry (same formula, charge and spin) at 0.435 eV.

CARTESIAN COORDINATES (ANGSTROEM)
C  -0.7255  5.1530  -3.3541
O  -1.1648  4.5054  -2.1293
H  -1.3681  4.9453  -4.2096
H  -0.8132  6.2172  -3.1588
H  0.2895  4.8904  -3.6875
H  -0.9961  3.5826  -2.1498
C  -1.2156  -0.7453  -6.0695
O  -2.4576  -0.6522  -6.7842
H  -0.9374  -1.8136  -5.9437
H  -0.4154  -0.2400  -6.5845
H  -1.3185  -0.3359  -5.0783
H  -3.0482  -1.2101  -6.2846
O  1.5122  -0.9096  2.7879
C  0.9317  -0.1694  3.5682
O  1.5055  0.4937  4.5824
C  0.5087  0.9767  5.5078
C  -0.8465  0.3961  5.0343
C  -0.5887  0.1187  3.5758
H  0.6244  2.0557  5.5022
H  0.7556  0.6702  6.5064
H  -1.6544  1.0852  5.1894
H  -1.0832  -0.4964  5.5735
H  -0.7971  0.9652  2.9473
H  -1.1542  -0.7518  3.1797
O  -3.0287  -2.9363  1.9196
C  -2.0102  -3.3321  2.4145
O  -1.7059  -3.2933  3.7493
C  -0.4672  -3.9556  4.0401
C  -0.2288  -4.9070  2.8618
C  -0.8559  -4.0476  1.7467
H  -0.5390  -4.3588  5.0549
H  0.3142  -3.1473  4.0068
H  -0.7556  -5.8245  2.9553
H  0.8714  -4.9848  2.7657
H  -1.2484  -4.6515  0.9029
H  -0.1957  -3.3262  1.3391
O  -3.0419  2.7184  2.9796
C  -3.5983  1.7270  2.5506
O  -4.5019  1.0728  3.3208
C  -4.9981  -0.1032  2.5867
C  -4.7688  0.1833  1.1082
C  -3.5365  1.1300  1.1671
H  -6.0512  -0.2057  2.9047
H  -4.4739  -0.9894  2.9414
H  -5.6860  0.6257  0.5701
H  -4.5196  -0.7518  0.5584
H  -3.6638  1.9237  0.4435
H  -2.5599  0.7135  0.8862
O  0.3388  -4.4207  -1.3383
C  1.3468  -5.0006  -1.0103
O  2.5198  -4.7950  -1.5410
C  3.5704  -5.6854  -1.0350
C  2.7283  -6.8484  -0.6347
C  1.5025  -6.1679  -0.0731
H  4.1133  -5.2794  -0.2299
H  4.1881  -5.9604  -1.9051
H  3.1651  -7.6145  -0.0023
H  2.3743  -7.3543  -1.5427
H  1.7422  -5.8351  0.9529
H  0.6348  -6.8351  0.0058
O  4.5862  0.6499  -1.2315
C  3.9998  1.4417  -1.9729
O  2.6543  1.3596  -2.1435
C  2.2200  2.0950  -3.2734
C  3.3003  3.1866  -3.5543
C  4.5727  2.5062  -2.9725
H  1.2510  2.5488  -3.1300
H  2.1214  1.3991  -4.1168
H  3.0708  4.0332  -2.9061
H  3.4630  3.5669  -4.6274
H  5.2932  3.1714  -2.5491
H  5.1155  1.9472  -3.6901
O  1.0696  3.3304  3.0445
C  0.5837  4.3102  2.5153
O  1.0436  5.5126  2.8054
C  0.2026  6.4779  2.1186
C  -0.2099  5.8214  0.8532
C  -0.4436  4.4529  1.3505
H  0.7757  7.3054  1.8599
H  -0.6851  6.8152  2.7494
H  0.6414  5.8517  0.1492
H  -1.0630  6.2274  0.3115
H  -0.1398  3.6816  0.6485
H  -1.4686  4.3824  1.7217
O  -3.4203  0.0535  -1.6788
C  -3.7438  1.0533  -2.3011
O  -3.9269  2.3022  -1.7043
C  -4.4051  3.3063  -2.5737
C  -4.6264  2.6454  -3.9117
C  -4.0951  1.2100  -3.7840
H  -3.6399  4.0594  -2.5218
H  -5.3136  3.6867  -2.1121
H  -4.0166  3.1132  -4.6887
H  -5.6963  2.7365  -4.2060
H  -3.2364  1.0957  -4.3873
H  -4.7729  0.4043  -3.9974
O  2.9565  -4.2683  2.1945
C  3.6661  -3.3235  2.2351
O  4.0128  -2.6162  1.1758
C  5.0122  -1.6677  1.5253
C  4.8157  -1.3820  2.9822
C  4.3467  -2.7803  3.4631
H  4.8408  -0.7748  0.9386
H  6.0188  -2.0101  1.1862
H  4.0248  -0.6605  3.1436
H  5.7391  -0.9964  3.4575
H  3.7228  -2.7257  4.3849
H  5.1690  -3.4582  3.7137
O  2.7917  4.3043  -0.6392
C  3.3304  3.6599  0.3002
O  2.7816  2.5421  0.8543
C  3.7515  1.9230  1.6811
C  5.0026  2.6619  1.5489
C  4.5909  4.0058  1.0440
H  3.8061  0.9429  1.4149
H  3.3922  1.8952  2.6823
H  5.6090  2.2403  0.7384
H  5.5484  2.6547  2.4862
H  5.3277  4.4468  0.4258
H  4.1945  4.7230  1.8663
O  -2.7511  -2.3926  -3.8624
C  -3.3715  -2.8315  -2.9327
O  -4.6884  -2.9553  -3.0756
C  -5.3326  -3.8371  -2.0704
C  -4.1113  -4.3207  -1.2136
C  -2.9181  -3.3446  -1.6195
H  -5.8688  -4.6587  -2.5458
H  -5.9321  -3.1979  -1.4224
H  -4.0225  -5.4008  -1.2566
H  -4.3060  -4.0787  -0.1980
H  -1.9453  -3.7362  -1.6863
H  -2.8713  -2.4733  -1.0059
O  -0.9077  1.6896  -2.9141
C  -0.4583  0.9853  -2.0776
O  -0.0283  1.4898  -0.8696
C  0.5391  0.4391  -0.0649
C  -0.0117  -0.8681  -0.6700
C  -0.1670  -0.4871  -2.1301
H  0.2398  0.5862  0.9613
H  1.6534  0.5875  -0.1491
H  -1.0717  -1.0504  -0.3055
H  0.5730  -1.7660  -0.4407
H  -1.0018  -0.9914  -2.5772
H  0.7284  -0.6783  -2.7110

=====

Which value of orbital gap does entry 3 give? 10.211 eV

=====

orbital gap of number 1 (C46H68BrFNO14P)? 8.372 eV